1.
Below is C20H30N2O8Sr as an isolated structure, with properties calculated with ωB97M-V with the def2-TZVPD basis set.

```
61
Properties=species:S:1:pos:R:3
Sr 0.199 -1.777 -0.344
C 2.074 -2.999 -3.978
C 0.645 -3.106 -3.444
O 0.607 -3.559 -2.155
H 2.623 -3.942 -3.987
H 2.620 -2.299 -3.330
H 2.119 -2.553 -4.991
H 0.124 -3.885 -4.061
H 0.143 -2.126 -3.615
C 3.358 -3.351 2.717
C 2.518 -2.289 1.982
O 2.354 -2.608 0.658
H 4.064 -3.806 2.025
H 2.683 -4.063 3.191
H 3.945 -2.878 3.526
H 2.888 -1.240 2.096
H 1.518 -2.261 2.491
C -0.573 -5.184 2.297
C -1.338 -3.898 1.937
O -1.359 -3.629 0.614
H 0.378 -5.231 1.763
H -1.197 -6.064 2.114
H -0.307 -5.206 3.371
H -0.888 -3.063 2.553
H -2.365 -3.997 2.405
C -2.495 0.043 -3.795
C -2.044 0.511 -2.427
O -1.549 -0.463 -1.658
H -3.333 -0.650 -3.713
H -1.683 -0.512 -4.280
H -2.694 0.886 -4.473
H -2.939 1.018 -1.949
H -1.353 1.393 -2.596
C 0.177 4.937 -1.436
C 1.297 5.096 -0.618
C 1.855 4.015 0.041
C 1.310 2.773 -0.191
C 0.191 2.582 -0.965
C -0.404 3.688 -1.573
N 2.001 1.572 0.317
O 3.028 1.715 0.944
O 1.419 0.530 0.119
H -0.354 5.801 -1.816
H 1.683 6.101 -0.482
H 2.767 4.097 0.614
H -0.256 1.600 -1.108
H -1.359 3.585 -2.071
C -2.207 4.204 1.548
C -1.270 4.053 2.557
C -0.862 2.770 2.902
C -1.341 1.692 2.178
C -2.154 1.856 1.063
C -2.643 3.115 0.788
N -0.839 0.342 2.450
O -0.994 -0.436 1.537
O -0.302 0.128 3.508
H -2.557 5.203 1.310
H -0.933 4.861 3.192
H -0.252 2.574 3.775
H -2.412 0.975 0.480
H -3.332 3.358 -0.008
```

Values from the calculation:
* max |F|: 3.08 eV/Å
* HOMO level: -0.49 eV
* Kohn-Sham gap: 3.9 eV
* energy relative to the best compared isomer or geometry (same formula, charge and spin): 16.26 kcal/mol
* 2S+1: 1
* net charge: -2

2.
Below is a single C20H30N2S molecule, with properties calculated with ωB97M-V with the def2-TZVPD basis set.

```
53
Properties=species:S:1:pos:R:3
S 0.105 -1.503 2.760
C 1.068 -0.260 2.285
N 2.383 -0.144 2.610
C 2.911 1.137 2.202
C 1.850 1.631 1.198
C 1.560 3.131 1.352
C 0.752 3.702 0.218
C 1.251 3.684 -1.079
C 0.508 4.193 -2.129
C -0.744 4.737 -1.895
C -1.242 4.777 -0.604
C -0.498 4.264 0.444
N 0.704 0.793 1.517
C -0.499 0.771 0.725
C -0.272 0.224 -0.688
C -1.571 -0.294 -1.307
C -1.998 -1.650 -0.739
C -1.188 -2.831 -1.289
C -1.260 -4.023 -0.333
C -0.444 -5.198 -0.862
C -0.930 -5.612 -2.247
C -0.860 -4.429 -3.207
C -1.681 -3.259 -2.673
H 2.757 -0.651 3.394
H 2.993 1.827 3.053
H 3.898 1.024 1.747
H 2.174 1.430 0.167
H 2.523 3.647 1.395
H 1.042 3.293 2.299
H 2.234 3.276 -1.270
H 0.908 4.168 -3.132
H -1.325 5.132 -2.714
H -2.214 5.208 -0.412
H -0.894 4.299 1.449
H -1.195 0.125 1.264
H -0.917 1.778 0.678
H 0.453 -0.591 -0.633
H 0.147 1.012 -1.319
H -2.358 0.442 -1.129
H -1.442 -0.379 -2.387
H -1.891 -1.634 0.346
H -3.055 -1.815 -0.959
H -0.138 -2.533 -1.376
H -0.886 -3.726 0.649
H -2.303 -4.327 -0.215
H -0.520 -6.041 -0.172
H 0.609 -4.909 -0.920
H -0.323 -6.437 -2.626
H -1.963 -5.960 -2.179
H -1.231 -4.724 -4.192
H 0.182 -4.118 -3.323
H -1.621 -2.420 -3.370
H -2.729 -3.558 -2.602
```

Values from the calculation:
* max |F|: 0.80 eV/Å
* HOMO level: -8.06 eV
* Kohn-Sham gap: 8.7 eV
* energy relative to the best compared isomer or geometry (same formula, charge and spin): 0.14 kcal/mol
* SMILES string: S=C1NC[C@H](Cc2ccccc2)N1CCCCC1CCCCC1
* 2S+1: 1

3.
Below is a 2-piece molecular cluster, C20H30N4O3 overall, with properties calculated with ωB97M-V with the def2-TZVPD basis set.

```
57
Properties=species:S:1:pos:R:3
C -4.506 -1.029 -3.015
C -4.210 -2.178 -3.747
N -2.996 -2.395 -4.271
C -2.043 -1.468 -4.074
C -2.249 -0.270 -3.367
C -1.077 0.699 -3.270
C -1.318 2.126 -3.829
C 0.076 2.773 -3.991
C 0.785 2.818 -2.616
C -0.046 3.684 -1.651
C -1.444 3.057 -1.490
C -2.125 3.032 -2.871
C -1.286 1.621 -0.951
N -0.485 0.837 -1.918
C 0.885 1.393 -2.030
C -3.523 -0.063 -2.818
H -5.499 -0.901 -2.602
H -4.986 -2.923 -3.895
H -1.066 -1.667 -4.504
H -0.305 0.256 -3.910
H -1.820 2.066 -4.800
H 0.679 2.198 -4.701
H -0.023 3.786 -4.396
H 1.787 3.244 -2.729
H -0.131 4.704 -2.038
H 0.452 3.743 -0.677
H -2.040 3.653 -0.791
H -2.170 4.047 -3.278
H -3.158 2.695 -2.786
H -2.262 1.162 -0.783
H -0.783 1.642 0.021
H 1.507 0.762 -2.675
H 1.367 1.420 -1.047
H -3.778 0.812 -2.237
C 1.843 0.427 3.703
N 1.396 -0.383 2.570
C 1.250 -1.710 2.434
O 0.683 -2.099 1.425
C 1.716 -2.757 3.469
C 0.486 -3.349 4.172
O -0.362 -4.000 3.246
N 2.682 -2.276 4.470
C 3.556 -3.054 5.108
C 4.511 -2.361 6.054
O 3.613 -4.265 4.962
H 1.581 1.472 3.523
H 1.344 0.106 4.619
H 2.926 0.365 3.814
H 1.058 0.123 1.764
H 2.189 -3.564 2.906
H 0.806 -4.076 4.920
H -0.067 -2.553 4.672
H -0.373 -3.491 2.420
H 2.727 -1.288 4.646
H 5.229 -1.782 5.476
H 3.958 -1.709 6.727
H 5.038 -3.116 6.636
```

Values from the calculation:
* max |F|: 1.98 eV/Å
* HOMO level: -8.15 eV
* Kohn-Sham gap: 8.3 eV
* energy relative to the best compared isomer or geometry (same formula, charge and spin): 52.18 kcal/mol
* SMILES string: c1cncc([C@H]2[C@@H]3C[C@H]4C[C@@H](C3)CN2C4)c1.CNC(=O)[C@H](CO)NC(C)=O
* 2S+1: 1

4.
Below is C20H31AsCoN4 as an isolated structure, with properties calculated with ωB97M-V with the def2-TZVPD basis set.

```
57
Properties=species:S:1:pos:R:3
Co 0.939 -0.948 -0.096
C 2.393 -1.806 -2.245
C 1.115 -2.611 -2.028
N 0.027 -1.650 -1.669
C -1.280 -2.272 -1.286
C -1.285 -2.545 0.196
C -2.078 -3.467 0.845
C -1.896 -3.649 2.213
C -0.892 -2.961 2.891
C -0.131 -2.052 2.186
C 1.046 -1.280 2.721
N 1.916 -0.856 1.580
C 2.968 -1.836 1.174
C 3.650 -1.295 -0.079
N 2.629 -0.859 -1.098
N -0.382 -1.823 0.884
H 3.245 -2.471 -2.381
H 2.301 -1.209 -3.153
H 0.865 -3.184 -2.923
H 1.218 -3.329 -1.208
H -0.128 -1.040 -2.467
H -2.076 -1.570 -1.541
H -1.458 -3.184 -1.856
H -2.809 -4.050 0.300
H -2.509 -4.365 2.746
H -0.699 -3.150 3.939
H 0.704 -0.381 3.237
H 1.611 -1.871 3.444
H 2.373 0.016 1.832
H 3.699 -1.996 1.969
H 2.482 -2.801 0.991
H 4.253 -0.423 0.177
H 4.323 -2.042 -0.500
H 2.950 0.018 -1.494
C 1.017 2.166 -1.653
As 0.144 1.212 -0.229
C 0.529 2.206 1.371
C -1.786 1.245 -0.546
C -2.241 2.673 -0.466
C -2.670 3.202 0.752
C -3.081 4.522 0.828
C -3.061 5.323 -0.309
C -2.642 4.799 -1.526
C -2.231 3.478 -1.606
H 0.511 3.129 -1.745
H 0.931 1.636 -2.601
H 2.061 2.348 -1.402
H 0.107 3.203 1.236
H 1.607 2.296 1.504
H 0.058 1.747 2.238
H -2.247 0.612 0.213
H -1.955 0.817 -1.535
H -2.717 2.574 1.636
H -3.434 4.923 1.769
H -3.390 6.351 -0.249
H -2.653 5.414 -2.415
H -1.940 3.067 -2.567
```

Values from the calculation:
* max |F|: 0.07 eV/Å
* HOMO level (spin up / spin down): -16.77 / -16.77 eV
* Kohn-Sham gap (spin up / spin down): 5.6 / 5.6 eV
* 2S+1: 1
* net charge: +3

5.
Below is a 5-piece molecular cluster, C20H31BCl9F3NO3 overall, with properties calculated with ωB97M-V with the def2-TZVPD basis set.

```
68
Properties=species:S:1:pos:R:3
C -2.177 -2.308 1.294
C -1.832 -1.116 0.870
C -1.634 0.301 0.100
C -0.032 0.633 -0.052
C 0.193 2.242 0.191
N 1.105 2.557 1.321
B 2.023 3.719 1.056
C 3.651 3.405 1.001
O 1.633 5.088 0.792
C 0.445 2.602 2.647
Cl 1.755 3.230 3.841
C -0.002 1.162 3.238
C 1.254 0.124 3.307
C 1.579 -0.406 4.785
F 0.632 -0.957 5.717
C 2.970 -0.337 5.221
F 3.888 -1.243 4.588
F 3.470 0.601 6.196
C -0.790 3.626 2.794
O -0.767 4.887 2.574
O -2.031 3.048 3.184
H -2.271 -3.415 1.573
H -2.114 0.245 -0.951
H -2.193 1.166 0.648
H 0.219 0.372 -1.157
H 0.607 -0.014 0.646
H -0.819 2.782 0.193
H 0.737 2.600 -0.779
H 4.254 4.124 1.664
H 3.992 3.383 -0.099
H 3.785 2.325 1.415
H 1.892 5.669 1.558
H -0.355 1.369 4.328
H -0.902 0.691 2.707
H 2.193 0.634 2.892
H 0.989 -0.811 2.668
Cl -4.384 -3.205 0.544
C -5.477 -4.608 0.678
C -4.739 -5.872 1.075
Cl -3.657 -6.454 -0.215
H -5.993 -4.728 -0.277
H -6.221 -4.359 1.438
H -5.455 -6.673 1.273
H -4.140 -5.721 1.976
Cl -3.713 -3.373 -3.327
C -4.542 -1.877 -2.827
C -3.927 -0.643 -3.458
Cl -2.296 -0.308 -2.827
H -4.518 -1.826 -1.737
H -5.584 -1.973 -3.141
H -4.540 0.233 -3.233
H -3.857 -0.738 -4.543
Cl 0.182 -3.067 -1.321
C 1.058 -3.023 -2.871
C 1.988 -1.830 -2.969
Cl 1.097 -0.293 -3.081
H 0.321 -3.025 -3.677
H 1.635 -3.949 -2.935
H 2.599 -1.908 -3.871
H 2.658 -1.770 -2.109
Cl 3.264 1.662 -2.283
C 4.136 1.711 -3.834
C 5.064 2.906 -3.932
Cl 4.172 4.443 -4.042
H 3.397 1.708 -4.638
H 4.715 0.786 -3.900
H 5.674 2.829 -4.836
H 5.735 2.965 -3.073
```

Values from the calculation:
* max |F|: 6.70 eV/Å
* HOMO level: -4.32 eV
* Kohn-Sham gap: 6.2 eV
* 2S+1: 1
* net charge: -1

6.
Below is C20H31BGaIN3O2 as an isolated structure, with properties calculated with ωB97M-V with the def2-TZVPD basis set.

```
59
Properties=species:S:1:pos:R:3
Ga 3.030 -0.890 0.124
C -2.020 4.037 -2.406
C -1.027 3.447 -1.366
C -0.125 4.545 -0.957
O -1.854 3.100 -0.218
B -1.505 1.834 0.151
O -0.709 1.146 -0.734
C -0.400 2.063 -1.823
C -1.122 1.450 -3.044
C 1.104 2.178 -1.943
H -2.419 4.939 -1.936
H -2.835 3.326 -2.597
H -1.429 4.271 -3.360
H -0.640 5.490 -0.568
H 0.417 4.971 -1.844
H 0.615 4.251 -0.214
H -2.193 1.258 -2.855
H -0.636 0.478 -3.348
H -1.090 2.086 -3.957
H 1.565 2.377 -0.966
H 1.427 3.016 -2.595
H 1.533 1.280 -2.385
N 2.240 -0.490 2.883
C 2.915 -1.690 2.868
C 3.052 -2.404 4.040
C 3.767 -3.593 4.006
C 4.178 -4.072 2.757
C 3.966 -3.352 1.631
N 3.329 -2.137 1.720
H 2.147 -0.015 3.797
H 2.342 0.151 2.088
H 2.519 -2.081 4.936
H 3.843 -4.221 4.870
H 4.678 -5.048 2.702
H 4.289 -3.669 0.629
C -3.649 0.159 2.972
C -3.351 0.721 1.613
C -3.583 -0.366 0.517
C -1.918 1.284 1.618
H -4.699 -0.177 3.130
H -3.505 0.979 3.719
H -2.932 -0.616 3.286
H -4.088 1.579 1.396
H -3.187 -1.296 0.865
H -3.016 -0.093 -0.376
H -4.690 -0.488 0.214
H -1.155 0.530 1.888
H -1.772 2.175 2.274
I -1.995 -4.257 -1.055
C -0.195 -3.367 -1.578
C 0.161 -3.466 -2.926
C 1.381 -2.867 -3.335
C 2.115 -2.198 -2.390
N 1.771 -2.143 -1.097
C 0.597 -2.728 -0.660
H -0.581 -3.848 -3.629
H 1.816 -2.931 -4.319
H 3.102 -1.836 -2.639
H 0.423 -2.781 0.424
```

Values from the calculation:
* max |F|: 2.81 eV/Å
* HOMO level: -11.45 eV
* Kohn-Sham gap: 8.0 eV
* energy relative to the best compared isomer or geometry (same formula, charge and spin): 0.00 kcal/mol
* 2S+1: 1
* net charge: +1

7.
Below is a 7-piece molecular cluster, C20H31Br6Cl2F9O6 overall, with properties calculated with ωB97M-V with the def2-TZVPD basis set.

```
74
Properties=species:S:1:pos:R:3
C 0.760 5.427 0.963
C 2.214 5.589 0.637
O 2.891 4.300 0.690
C 3.039 3.572 1.835
O 2.528 3.793 2.875
C 3.829 2.293 1.513
F 4.394 1.813 2.602
F 2.984 1.363 1.061
F 4.859 2.468 0.687
H 0.479 4.999 1.916
H 0.318 4.845 0.179
H 0.322 6.444 0.892
H 2.699 6.245 1.386
H 2.438 5.926 -0.389
C 4.921 -1.238 0.436
C 4.444 -2.627 0.070
O 4.438 -2.849 -1.372
C 3.400 -2.442 -2.154
O 2.414 -1.913 -1.734
C 3.589 -2.768 -3.687
F 3.420 -1.624 -4.373
F 4.733 -3.302 -4.053
F 2.730 -3.721 -4.034
H 4.461 -0.382 -0.053
H 6.003 -1.125 0.226
H 4.732 -0.946 1.466
H 3.419 -2.911 0.358
H 5.128 -3.384 0.486
C -0.406 -0.333 -1.886
C -0.320 -0.326 -0.411
O -1.473 0.409 0.121
C -1.584 0.525 1.428
O -0.825 0.203 2.262
C -2.902 1.217 1.776
F -3.449 0.631 2.858
F -2.623 2.528 2.059
F -3.816 1.234 0.776
H -0.411 0.674 -2.344
H -1.335 -0.738 -2.170
H 0.360 -0.904 -2.426
H 0.600 0.144 -0.030
H -0.308 -1.335 -0.059
Br -5.986 -1.936 3.652
C -5.668 -1.676 1.774
C -4.348 -2.454 1.430
Br -3.628 -2.025 -0.357
H -5.560 -0.611 1.570
H -6.553 -2.043 1.229
H -4.480 -3.551 1.413
H -3.668 -2.273 2.219
Br -3.798 -0.125 -7.236
C -3.398 0.481 -5.396
C -4.655 0.922 -4.649
Br -4.268 1.069 -2.701
H -2.688 1.315 -5.390
H -2.943 -0.413 -4.996
H -5.485 0.207 -4.730
H -4.923 1.926 -5.013
Br 0.636 -4.246 0.249
C -0.482 -4.199 -1.344
C 0.116 -5.127 -2.344
Br 0.272 -7.007 -1.836
H -0.501 -3.223 -1.843
H -1.551 -4.386 -1.127
H 1.159 -4.886 -2.542
H -0.396 -5.048 -3.278
Cl -0.923 4.035 5.752
C -0.730 2.431 4.954
C 0.646 1.861 5.034
Cl 1.050 1.329 6.665
H -0.949 2.692 3.932
H -1.400 1.653 5.356
H 1.393 2.570 4.745
H 0.618 0.960 4.427
```

Values from the calculation:
* max |F|: 3.03 eV/Å
* HOMO level: -10.17 eV
* Kohn-Sham gap: 10.3 eV
* SMILES string: CCOC(=O)C(F)(F)F.CCOC(=O)C(F)(F)F.CCOC(=O)C(F)(F)F.BrCCBr.BrCCBr.BrCCBr.ClCCCl
* 2S+1: 1

8.
Below is C20H31CeI2LaNO3S2 as an isolated structure, with properties calculated with ωB97M-V with the def2-TZVPD basis set.

```
61
Properties=species:S:1:pos:R:3
I -0.078 -4.079 -1.433
I -0.063 -3.269 -4.115
La 0.625 0.586 -3.163
Ce 0.393 0.025 0.167
S 2.171 -1.169 -1.855
S -1.333 -0.636 -1.762
C 2.284 0.294 1.240
C 3.891 -0.597 -1.908
C -2.754 0.473 -1.583
C 4.306 -0.952 -3.342
C 4.212 0.838 -1.518
C 4.335 -1.640 -0.866
C -3.385 0.286 -2.967
C -2.555 1.928 -1.185
C -3.395 -0.399 -0.493
C 2.356 1.867 -4.242
C -0.738 2.369 -4.087
O 3.117 0.388 2.065
O 3.185 2.358 -4.878
O -1.431 3.105 -4.643
H 3.906 -0.236 -4.070
H 3.943 -1.957 -3.595
H 5.394 -0.926 -3.345
H 3.838 1.571 -2.251
H 5.312 0.867 -1.519
H 3.850 1.090 -0.513
H 3.938 -1.394 0.121
H 5.411 -1.608 -0.873
H 3.963 -2.628 -1.170
H -4.399 0.652 -2.858
H -3.377 -0.778 -3.233
H -2.847 0.854 -3.734
H -3.584 2.304 -1.071
H -2.038 2.520 -1.956
H -2.034 2.053 -0.219
H -4.400 -0.029 -0.380
H -2.841 -0.330 0.449
H -3.371 -1.452 -0.802
C -0.489 2.691 2.591
N -0.701 1.423 3.332
C -0.761 1.638 4.806
C -1.955 0.639 2.821
C -1.656 -0.822 2.659
C -2.238 -1.768 3.501
C -1.896 -3.107 3.368
C -0.947 -3.504 2.426
C -0.334 -2.542 1.605
C -0.716 -1.206 1.675
H -1.390 3.314 2.741
H -0.364 2.479 1.502
H 0.415 3.191 2.978
H 0.125 0.823 3.160
H -1.632 2.284 5.008
H -0.884 0.666 5.312
H 0.170 2.134 5.135
H -2.717 0.827 3.584
H -2.270 1.156 1.894
H -2.954 -1.412 4.241
H -2.377 -3.836 4.031
H -0.667 -4.554 2.337
H 0.432 -2.864 0.880
```

Values from the calculation:
* max |F|: 12.17 eV/Å
* HOMO level (spin up / spin down): -19.30 / -19.30 eV
* Kohn-Sham gap (spin up / spin down): 5.3 / 5.3 eV
* 2S+1: 2
* <S²>: 0.7528
* net charge: +4